Molecular formula: C6H9NO
Method: DFT, ωB97M-V/def2-TZVPD

Results
SMILES: C=C1C[C@H]1CC(N)=O
energy above the lowest of the compared OMol25 structures with the same formula, charge and spin: 76.0 kcal/mol
strongest force on any atom: 4.7 eV/Å
molecular weight: 111.14 g mol⁻¹

Each line ends with the Löwdin charge.
Cartesian coordinates (Å):
C (-0.75644, 1.74717, -0.79565)  -0.62
C (0.28328, 0.80897, -0.46269)  -0.08
C (-0.27247, -0.67290, -0.35397)  -0.21
C (-0.77386, -1.48686, 0.82422)  -0.08
C (0.66293, -1.69986, 0.31968)  -0.24
C (1.89843, -2.18448, 0.42653)  0.00
H (-1.73610, 3.49867, -0.34104)  0.18
H (-0.31712, 3.15790, 0.87849)  0.14
H (0.61220, 1.04030, 0.61147)  0.14
H (1.03474, 0.75774, -1.22936)  0.13
H (-0.98118, -1.10842, -1.11118)  0.15
H (-1.42170, -2.27924, 0.61362)  0.08
H (-0.88469, -1.00231, 1.79491)  0.10
H (2.57147, -1.98784, -0.47300)  0.07
H (2.32238, -3.03434, 1.14462)  0.09
N (-0.74712, 2.96225, -0.11890)  0.09
O (-1.49474, 1.48324, -1.72773)  0.05

Forces on the atoms, in the same order (eV/Å):
-0.65 1.12 -0.85
-0.14 -2.98 3.60
0.51 -1.50 -0.99
3.26 1.49 1.96
-2.04 0.76 -0.02
0.87 -1.52 -0.85
3.58 -1.57 0.95
-1.29 -1.00 -3.04
0.50 -0.30 -1.69
0.61 0.35 0.03
1.66 1.17 -0.44
-1.15 -0.80 -0.34
-0.05 -0.30 0.00
-0.63 -0.03 1.50
-1.38 2.18 -1.33
-3.14 2.02 1.11
-0.51 0.90 0.41